1.
Density functional theory data (ωB97M-V/def2-TZVPD) for C30H46HoO2P2 as an isolated structure at a distorted geometry.

CARTESIAN COORDINATES (ANGSTROEM)
H: -1.638533 3.804365 -4.688998
H: 1.616697 1.849478 -4.218344
C: 2.767249 2.827921 6.467570
C: -1.928924 2.480901 -1.235217
C: -1.816209 0.628225 -5.743814
C: -2.443384 -0.337373 2.328010
H: -1.902363 3.535410 -0.940043
H: -2.964035 -0.455079 1.374046
H: 0.376729 -4.623283 0.932218
H: 3.654352 -0.215573 -3.937752
H: -1.221507 0.457914 4.627752
H: 1.944477 -4.151453 1.634809
H: -0.214627 -1.462441 -1.963967
H: -1.611004 -1.163714 -4.148418
C: -0.771621 1.961881 -2.006963
H: 0.494028 0.253498 4.981349
C: 0.284195 -2.906472 2.197122
H: -3.139689 -0.641985 3.124726
H: -3.676507 1.928260 -0.124366
H: 0.909417 0.839977 -1.266803
H: -1.367150 -2.833772 -0.408109
H: 2.973878 3.326363 7.421223
C: -0.271397 -0.496378 -2.510729
H: -3.970970 -0.159882 -0.905010
H: 0.726510 -4.956856 2.645834
H: -0.919874 3.318158 -6.230772
H: 3.303421 -1.562154 -2.812000
C: 1.004709 1.007191 -4.569464
H: 3.246422 0.118788 -2.239079
H: -0.650848 -0.972504 5.536896
H: 1.190371 -1.420508 -5.774888
C: 1.737566 -2.446533 4.306586
H: -1.796098 -4.053036 0.808946
O: 0.912747 1.218810 2.004336
H: 1.520319 -2.663671 -4.500047
O: 2.706639 -0.058741 2.382377
C: 0.924658 -1.783800 -4.781789
C: -2.987737 0.193887 -1.231047
C: -2.859054 -0.164380 -2.758263
H: -0.125967 -2.075241 -4.811054
H: 0.536937 2.941264 3.846013
C: -0.238699 -1.037320 3.447232
C: -0.419493 -0.283120 4.708017
C: -0.145834 0.648955 -1.471569
H: -0.622389 0.401885 -0.516021
C: 0.867208 -4.231959 1.830347
C: 0.700895 -2.105432 3.299129
Ho: 1.043539 -0.797398 1.151347
C: 3.631837 1.846386 5.967354
H: 0.878803 3.881534 6.165121
H: 4.085791 0.610403 4.236207
C: 1.981700 0.977783 2.709378
H: -1.242059 1.748207 -3.046792
H: -2.860949 0.786090 -5.429957
C: 2.280114 1.714205 3.952966
C: 1.389768 2.661497 4.461757
P: -0.714897 1.514813 -4.622814
H: -0.026623 2.749810 -2.157824
C: -0.785869 3.271803 -5.139903
H: -2.252619 0.733328 2.449274
H: -3.397024 0.589100 -3.371681
C: 3.413254 1.331993 4.682001
H: -1.577321 -0.446413 -5.736077
H: -2.782284 -2.578657 0.635253
H: 0.137586 3.811029 -4.873796
C: 1.606059 3.186848 5.747290
H: 2.393957 -1.591500 4.512053
C: -1.511588 -0.408765 -3.343217
H: -1.678000 1.021836 -6.755488
H: 4.489701 1.490777 6.551793
H: 1.275540 -2.757080 5.254760
C: -1.183283 -1.124187 2.375188
C: 3.027377 -0.535848 -3.089137
H: -3.437534 -1.098575 -2.918953
C: -0.890279 -2.313032 1.636339
H: 2.364412 -3.270374 3.944622
C: -1.758376 -2.969658 0.612774
C: -2.888490 1.635333 -0.826585
P: 1.293066 -0.503597 -3.547805
H: 1.288242 0.823497 -5.616057
H: -2.289080 -0.471654 -0.679405

Cartesian forces (eV/Å) of the 2 atoms listed first:
0.266 -0.423 0.054
-0.200 -0.126 -0.002

The spin multiplicity is 5. As for the total charge: +1. As for the HOMO-LUMO gap (spin up / spin down): 5.64 / 5.02 eV. The expectation value of S² is 6.0504. For the electronic energy, the calculation gives -80315.99168 eV. The value obtained for the LUMO energy (spin up / spin down) is -0.1190 / -0.1146 Ha.

Charges computed using Löwdin, reported in e: 0.06 0.08 -0.07 -0.08 -0.23 -0.04 0.11 0.04 0.07 0.09 0.09 0.07 0.11 0.07 -0.25 0.07 -0.35 0.10 0.11 0.09 0.06 0.11 -0.40 0.11 0.09 0.05 0.07 -0.38 0.07 0.10 0.07 -0.03 0.09 -0.15 0.07 -0.16 -0.16 -0.19 -0.17 0.05 0.12 -0.29 -0.01 -0.20 0.08 -0.05 -0.32 1.28 -0.06 0.10 0.12 -0.53 -0.02 0.07 -0.17 -0.03 0.85 0.12 -0.20 0.08 0.11 -0.02 0.04 0.08 0.05 -0.06 0.07 -0.30 0.05 0.11 0.09 -0.31 -0.16 0.13 -0.34 0.08 -0.05 -0.10 0.97 0.08 0.08


2.
Density functional theory data (ωB97M-V/def2-TZVPD) for a 2-piece molecular cluster, C4H11NO2 overall at a distorted geometry.

CARTESIAN COORDINATES (ANGSTROEM)
O: -0.936291 -0.324764 -0.413480
H: -0.477770 0.988576 1.845726
C: 0.557508 1.226628 1.660085
O: -3.429914 1.362043 1.339195
H: 0.297503 -1.920950 -2.994422
H: 1.636226 1.357849 -0.111768
H: 1.954948 -0.213726 0.821931
H: 1.181974 -3.116993 -1.935628
C: 0.276200 -0.297558 -0.422048
H: -0.519724 -2.523974 -1.489972
C: 0.419839 -2.284138 -1.978043
H: 1.000043 1.056480 2.649381
H: 0.631970 2.290245 1.370040
H: 1.758717 -0.627136 -1.612408
H: -2.732052 1.506160 0.684906
H: -3.905331 2.200351 1.270193
C: 1.242380 0.501961 0.472555
N: 1.043777 -1.181053 -1.156250

Cartesian forces (eV/Å) of the 2 atoms listed first:
0.210 0.428 0.443
-0.495 -0.237 -0.540

As for the total charge: 0. The SMILES is CCC(=O)NC.O. As for the HOMO-LUMO gap: 10.43 eV. For the electronic energy, the calculation gives -9911.15154 eV. The value obtained for the LUMO energy is 0.0279 Ha.

Charges computed using Löwdin, reported in e: 0.07 0.05 -0.09 -0.07 0.07 0.12 0.10 0.09 -0.50 0.07 -0.05 0.07 0.07 0.12 0.02 0.03 -0.15 -0.03


3.
Density functional theory data (ωB97M-V/def2-TZVPD) for a 7-piece molecular cluster, C44H60ClF21N5O14 overall at a distorted geometry.

CARTESIAN COORDINATES (ANGSTROEM)
H: 2.716504 10.259868 -5.631710
H: 1.303118 -2.866373 8.148987
O: 2.781022 -1.714408 -1.526506
H: -5.165095 -0.684816 4.143500
C: 4.152079 -0.982682 0.862011
H: -2.432535 2.109068 0.441481
F: 4.897380 6.079425 -4.743430
H: 1.980062 -1.164326 9.873888
C: -2.137509 -5.527007 0.476427
H: -1.291987 -2.744819 -1.153954
C: 2.813825 -1.373160 3.064544
C: -1.851590 8.710639 0.479147
H: 4.309152 2.812834 -2.395934
H: 1.714525 1.233487 0.949061
O: -1.133004 3.070055 -1.570169
F: 2.822330 -10.378555 -0.259580
F: 0.860495 -10.990513 -0.936058
O: -4.094536 -6.703402 0.983852
C: 2.435216 1.547240 0.197404
F: -1.229800 -0.848520 4.500869
F: 3.051849 6.233627 -3.637935
H: -3.627563 -1.516786 4.401565
F: -1.654315 -5.880107 1.672175
H: -1.302940 0.754717 0.186838
N: 0.877283 1.181253 -1.592623
C: -2.135226 1.318222 -0.243257
H: 0.649204 -6.465639 -1.492713
H: -2.070405 0.226915 -3.057372
N: 4.048926 1.817866 -4.173676
C: -3.015404 9.255136 1.320426
C: 3.421017 0.904876 -2.002815
C: 3.197503 10.294202 -3.525525
H: 0.385145 -1.930257 -2.287435
H: -4.393401 -9.261123 1.673309
O: 0.895646 -1.597163 6.043187
H: 0.569505 -1.956744 0.081319
O: -4.681864 -2.012318 0.642579
O: 1.164986 -8.430993 -1.592508
H: -1.009425 3.281302 -0.639905
H: 2.123366 11.683242 -4.767583
H: 1.445606 3.375313 0.875656
F: 1.046511 1.210346 -4.301327
F: -2.374819 -0.657674 6.308874
H: -5.644539 -7.270336 -0.297339
O: -0.822104 9.288110 0.295182
H: -2.887596 2.177511 -2.015411
H: 1.041330 -1.246578 1.933395
F: -4.003505 9.691389 0.527645
C: 0.018239 -7.248459 -3.383357
C: 2.787022 -1.009733 0.741558
C: 0.627403 0.056231 -3.789642
N: 0.717598 -1.095927 -0.431825
F: -0.307278 -0.407142 -4.597418
C: -1.440800 -1.674808 -1.309558
O: -2.180223 7.526892 -0.034468
H: 2.763510 10.670073 -2.601763
C: -1.194829 6.918071 -0.883296
H: 3.611838 0.089894 -2.694043
O: 3.340928 8.868480 -3.347465
H: 1.654683 -0.377401 8.324824
C: 0.573952 -2.222200 8.638074
C: 2.067728 -10.581344 -1.350256
H: -4.278487 -3.249625 2.712806
H: -5.975955 -7.339091 1.424111
C: 2.110187 -0.785386 -0.608775
H: -1.726207 6.190141 -1.491731
H: 4.174567 10.761077 -3.639862
H: -3.978848 -0.753911 2.853387
H: 1.968794 3.577977 -0.770195
C: -5.222803 -7.548202 0.667688
H: 0.453901 -0.302104 9.603208
C: -7.065119 -1.916668 0.207602
F: -7.976069 -1.157470 0.822752
C: -0.124586 6.226786 -0.064648
C: 1.974360 -9.297691 -2.188519
C: 2.237292 3.116580 0.175801
C: 4.719652 -1.191034 2.067640
C: -0.061134 -1.131264 -1.699196
C: 1.205710 -0.942649 9.141288
H: -4.098618 -9.245249 -0.056832
N: 4.119208 -1.393403 3.221914
C: 0.025854 0.250119 -2.372492
C: 2.202340 0.695312 -1.104697
O: 4.877632 8.786357 -4.987840
H: 0.893727 2.074900 -2.098200
H: 1.978175 -6.785396 -2.585750
H: -5.418955 -3.175803 4.042506
F: -1.107100 -5.487052 -0.368481
C: -4.837116 -9.010887 0.709276
H: -0.765150 7.655894 -1.559915
H: 0.375718 -7.918498 -4.164902
C: 2.116819 -1.214113 1.913272
F: -3.525132 8.310604 2.123280
H: 5.801057 -1.193369 2.103781
H: -0.150689 -6.264945 -3.822105
H: 4.274724 0.884410 -1.334736
C: -1.912542 1.854850 -1.652503
C: 4.281056 6.773063 -3.794150
F: 1.628536 -0.802011 -3.848815
H: -0.575423 5.509817 0.628186
O: -3.326084 -6.894278 -1.120259
H: 3.734082 2.547564 -4.789146
O: -6.131394 -2.375160 2.312160
F: -2.578366 -4.258064 0.589789
F: -6.779631 -1.341918 -0.961239
H: 0.574820 5.701553 -0.715669
C: 2.287635 10.609429 -4.692902
C: -0.211045 -1.653538 6.500151
H: -5.711990 -9.639080 0.548671
H: -0.933198 -7.646111 -3.027486
H: -2.198575 -1.617154 -2.080837
C: -5.802710 -2.091687 1.063070
H: 3.585144 0.972451 -4.488700
C: 4.212190 8.266471 -4.144019
C: -1.487692 -1.432513 5.677349
H: -1.151690 1.581388 -3.561671
N: 2.384476 -3.958660 -0.719876
H: 4.774235 -0.801818 0.000693
C: -3.246562 -6.472011 -0.004285
C: -5.018882 -2.616164 3.200104
H: 3.447030 1.410627 0.537069
H: 1.324734 10.111471 -4.571499
F: -2.101945 -2.597584 5.413129
H: 2.647458 2.789954 -2.944974
F: -2.625655 10.269214 2.083684
F: 4.949253 6.585040 -2.648781
H: 0.436113 6.942170 0.535840
Cl: 3.954846 5.359009 -0.263036
C: 1.012772 -7.157600 -2.244724
O: -0.527645 -1.942714 7.744736
H: 4.335790 3.245635 0.845669
H: 3.221631 4.341978 1.653361
F: 2.614772 -11.574472 -2.043687
H: -1.786940 -1.328955 -0.345072
C: 2.714709 -2.910720 -1.088540
H: 0.355911 1.372222 -0.733937
C: 3.482766 3.899041 0.701954
O: 2.573836 -9.112639 -3.206149
C: -4.407341 -1.319216 3.681838
C: -1.329343 0.929469 -2.706700
H: 0.151620 -2.781745 9.469089
F: -7.628565 -3.105056 -0.047094
H: 2.236213 -1.498355 3.969827
H: -2.978366 0.630414 -0.268366
C: 3.548019 2.175075 -2.833611

Cartesian forces (eV/Å) of the 2 atoms listed first:
0.076 0.085 0.010
-0.082 0.084 -0.226

As for the total charge: +1. As for the HOMO-LUMO gap: 9.81 eV. For the electronic energy, the calculation gives -152301.00162 eV. The value obtained for the LUMO energy is -0.0912 Ha.

Atom charges from the Löwdin analysis, given in e for atoms 1 to 99: 0.08 0.13 0.05 0.10 -0.03 0.10 0.18 0.09 -0.53 0.08 -0.12 -0.39 0.11 0.12 -0.04 0.17 0.16 0.03 -0.08 0.15 0.13 0.03 0.17 0.07 0.20 -0.02 0.09 0.13 0.02 -0.55 -0.09 -0.19 0.15 0.09 0.16 0.13 0.14 0.04 0.07 0.09 0.10 0.18 0.17 0.13 0.18 0.15 0.12 0.17 -0.05 -0.19 -0.60 0.09 0.20 0.00 0.03 0.13 -0.19 0.11 0.03 0.08 -0.18 -0.54 0.12 0.13 -0.31 0.12 0.13 0.08 0.07 -0.19 0.09 -0.54 0.17 -0.06 -0.40 -0.20 -0.13 -0.23 -0.06 0.08 0.13 -0.20 -0.24 0.18 0.16 0.12 0.13 0.15 -0.05 0.13 0.08 -0.01 0.16 0.12 0.08 0.12 -0.36 -0.54 0.19